Formula: C5H15NP
Source: the OMol25 dataset
Level of theory: ωB97M-V/def2-TZVPD

Computed properties:
multiplicity	1
SMILES	CCP(C)(C)=[NH+]C
net charge	+1
calculated total energy	-16200.1115	eV
molecular weight	120.16	g/mol
HOMO level	-14.04	eV
Kohn-Sham gap	11.38	eV
energy relative to the best compared isomer or geometry (same formula, charge and spin)	0.0	kcal per mole

```
22
Properties=species:S:1:pos:R:3:forces:R:3
C 1.449377 -0.499599 -1.645391 -1.2 2.3 -3.8
C 0.715333 2.318294 0.320208 3.1 -2.0 -1.1
C -2.371488 -0.585494 0.732445 3.2 -1.0 0.2
C 0.717750 -0.667796 1.818096 0.1 2.6 -1.0
C 0.259213 -1.202121 -1.050134 -0.7 -1.2 0.2
N -0.299334 1.325525 -0.062124 -0.1 0.3 0.0
P -0.343060 -0.274068 0.328470 -1.8 -0.1 1.6
H 2.157405 -0.173792 -0.926134 1.0 -0.2 0.6
H 1.843155 -1.150300 -2.465904 0.2 0.6 1.0
H 1.168133 0.546928 -2.220090 0.4 -2.7 1.4
H 1.540552 1.857870 0.978905 -1.2 0.3 -1.2
H 1.257086 2.772935 -0.563323 -0.8 -0.6 0.8
H 0.353366 3.063741 0.917336 -1.4 2.0 1.3
H -2.525801 -1.608048 1.101251 0.4 0.2 0.1
H -2.911386 -0.589839 -0.198285 -0.2 0.9 -0.3
H -2.607317 0.117927 1.533090 -0.2 0.2 -0.6
H 1.701668 -1.176273 1.681312 -1.1 0.3 -0.3
H -0.005011 -1.195732 2.383492 -0.2 -0.8 1.1
H 0.898535 0.354107 2.281151 -0.2 -1.4 -0.1
H 0.562012 -2.236286 -0.783397 -0.4 0.5 0.2
H -0.655562 -1.312133 -1.640306 0.5 0.0 -0.8
H -0.954534 1.617349 -0.800384 0.5 -0.1 0.7
```
Forces are in eV/Å.